# C16H52FeO28P4S2Sr

A structure of composition C16H52FeO28P4S2Sr at a distorted geometry (ωB97M-V with the def2-TZVPD basis set, OMol25).

Summary:
Charge = +1
Highest occupied orbital energy (alpha / beta) = -10.15 / -10.23 eV
2S+1 = 6
Orbital gap (alpha / beta) = 6.0313 / 6.1171 eV

Each line ends with the Mulliken charge.
Geometry (Å):
Sr1 3.59 1.57 -2.32  1.8860
Fe1 -0.89 -0.77 1.08  1.0302
S1 -1.34 -1.72 3.63  1.2912
S2 0.73 0.67 -0.54  0.7100
P1 -3.33 1.57 1.42  -1.2482
P2 5.05 1.59 1.39  0.4678
P3 -3.26 -1.98 -1.16  -1.7219
P4 0.45 -3.85 0.11  -0.6489
O1 -0.42 -0.74 2.95  -0.5852
O2 2.22 0.86 -4.57  -0.5445
O3 0.54 -3.83 -1.47  -0.1401
O4 -3.40 2.72 0.31  -0.2329
O5 0.16 -2.53 0.67  0.7893
O6 1.81 0.29 -1.46  -0.5494
O7 2.00 3.66 -2.20  -0.2993
O8 -2.13 -1.14 4.68  -0.7535
O9 -2.26 -1.67 -0.13  2.9591
O10 -1.48 2.29 -3.11  -0.5177
O11 -3.67 2.34 2.77  -0.2297
O12 -0.57 0.03 -0.82  -0.4579
O13 0.86 0.08 0.80  -0.0398
O14 1.82 -4.52 0.58  -0.2639
O15 -2.71 -2.48 -2.55  -0.2803
O16 6.64 1.45 1.42  -0.3442
O17 0.52 3.85 1.68  -0.6069
O18 -4.12 -0.68 -1.51  0.0412
O19 -2.04 -1.86 2.32  -0.5305
O20 4.88 3.10 1.86  -0.3295
O21 -4.56 0.65 1.12  -0.2669
O22 -0.58 -2.89 4.00  -0.7860
O23 -4.36 -3.04 -0.69  -0.1739
O24 4.55 0.68 2.57  -0.3185
O25 -2.05 0.83 1.39  1.3409
O26 0.58 2.13 -0.48  -0.3145
O27 -0.64 -4.96 0.37  -0.4011
O28 4.37 1.34 0.11  0.0214
C1 -1.86 -1.65 -3.32  -0.1498
C2 2.24 -5.82 0.18  -0.8148
C3 7.26 0.32 0.82  -0.6618
C4 -5.13 -0.80 -2.50  -1.0858
C5 -4.02 -4.45 -0.84  -0.3004
C6 1.66 -3.30 -2.15  -0.6303
C7 1.49 3.36 2.58  -0.2704
C8 1.78 4.94 -2.80  -0.8028
C9 -2.79 2.16 3.88  -0.3609
C10 -2.45 3.32 -2.93  -0.6319
C11 1.20 -0.18 -4.56  -0.1573
C12 5.48 3.64 3.03  -0.7109
C13 -5.00 -0.35 2.10  -0.3875
C14 -2.79 3.98 0.59  -0.6208
C15 3.53 -0.35 2.39  -0.3042
C16 -1.05 -5.10 1.74  -0.8361
H1 -1.12 1.96 -2.28  0.1936
H2 -5.12 -1.73 -3.08  0.3366
H3 1.74 5.59 -1.92  0.2968
H4 0.55 3.29 0.88  0.2364
H5 -2.61 1.13 4.21  0.1140
H6 -3.27 4.74 -0.03  0.3202
H7 -1.51 -2.20 -4.20  0.4553
H8 7.62 -0.34 1.61  0.2991
H9 1.28 3.36 -1.60  0.1372
H10 4.77 3.83 3.84  0.2571
H11 -4.08 -4.82 -1.86  0.2677
H12 -3.35 2.87 -2.53  0.1420
H13 -5.01 -1.32 1.61  0.0770
H14 1.90 -6.01 -0.84  0.3637
H15 -5.12 -0.06 -3.30  0.2660
H16 5.73 4.68 2.80  0.2941
H17 -1.72 3.96 0.34  0.0724
H18 1.78 -6.55 0.85  0.2714
H19 3.31 -5.96 0.28  0.2265
H20 6.32 3.06 3.40  0.3194
H21 2.68 5.21 -3.36  0.2653
H22 -1.90 2.77 3.78  0.1988
H23 2.90 0.45 -5.12  0.3226
H24 -0.88 -1.64 -2.81  -0.3496
H25 -2.11 -4.84 1.87  0.2350
H26 3.10 -0.28 1.39  -0.1941
H27 1.24 -2.84 -3.05  0.0709
H28 -1.05 -6.13 2.10  0.3758
H29 2.20 -2.52 -1.61  0.2354
H30 -6.08 -0.78 -1.97  0.3467
H31 8.05 0.65 0.15  0.2770
H32 3.90 -1.35 2.58  0.4441
H33 1.71 -1.10 -4.27  0.3219
H34 0.89 5.17 -3.38  0.2788
H35 1.19 2.40 3.00  0.1203
H36 2.42 3.22 2.01  -0.0200
H37 -2.61 3.85 -3.86  0.3553
H38 -4.29 -0.33 2.92  0.2003
H39 1.77 4.10 3.32  0.3855
H40 -2.84 4.21 1.65  0.3305
H41 -6.02 -0.06 2.36  0.2844
H42 -2.99 -4.58 -0.51  -0.0724
H43 -2.07 4.10 -2.26  0.1741
H44 -3.29 2.53 4.79  0.3238
H45 -0.47 -4.49 2.44  0.3571
H46 2.41 -3.97 -2.58  0.3954
H47 6.65 -0.23 0.10  0.2129
H48 -2.18 -0.67 -3.66  0.2916
H49 -4.74 -4.96 -0.21  0.2828
H50 0.47 0.14 -3.83  -0.2393
H51 0.73 -0.28 -5.54  0.3448
H52 2.63 -0.04 2.92  0.2714

# C16H53N4O7

A cluster of 8 separate species, C16H53N4O7 in total at a distorted geometry (ωB97M-V with the def2-TZVPD basis set, OMol25).

Summary:
Charge = +1
Highest occupied orbital energy = -11.47 eV
Energy relative to the best compared isomer or geometry (same formula, charge and spin) = 99.1 kcal/mol
Orbital gap = 9.3746 eV

Each line ends with the Mulliken charge.
Geometry (Å):
O1 -31.46 5.11 -18.22  -0.4172
O2 -35.43 -1.85 -19.90  -0.4170
O3 -38.88 3.63 -18.62  -0.4130
O4 -34.36 6.38 -15.03  -0.4520
O5 -30.50 1.36 -16.81  -0.3665
O6 -34.44 0.77 -15.47  -0.3145
O7 -31.84 2.71 -20.78  -0.5941
N1 -33.10 2.53 -17.67  0.9192
N2 -34.31 1.68 -20.15  -0.4037
N3 -35.69 4.32 -17.08  -0.1398
N4 -32.06 3.66 -14.34  -0.4214
C1 -37.58 3.41 -18.17  -1.0892
C2 -33.36 -0.04 -14.93  -0.3939
C3 -34.43 7.53 -15.84  -0.6560
C4 -36.65 -2.47 -19.46  -1.0164
C5 -39.28 2.67 -19.56  -0.9266
C6 -36.84 5.72 -18.88  -1.0474
C7 -34.19 0.24 -20.22  -0.3021
C8 -33.25 4.91 -12.70  -1.7955
C9 -29.39 2.24 -16.86  -0.9714
C10 -36.90 4.72 -17.79  0.5457
C11 -35.38 -0.42 -19.54  -0.3245
C12 -33.24 4.62 -14.23  0.4527
C13 -32.85 -0.16 -19.52  -2.0601
C14 -33.07 5.85 -15.10  -1.3064
C15 -30.51 2.34 -21.20  -0.6816
C16 -32.36 5.97 -18.92  -0.5680
H1 -34.83 1.73 -21.04  0.3225
H2 -30.23 0.56 -16.31  0.2699
H3 -36.71 -3.54 -19.81  0.3371
H4 -30.32 1.29 -20.75  0.2311
H5 -38.64 2.60 -20.35  0.3905
H6 -35.10 0.35 -15.52  0.1855
H7 -37.26 -2.21 -20.14  0.5089
H8 -37.72 2.84 -17.34  0.6376
H9 -32.61 5.66 -12.44  0.4639
H10 -34.13 5.44 -12.38  0.4574
H11 -32.03 0.21 -20.10  0.3664
H12 -30.35 2.47 -22.22  0.4036
H13 -36.34 5.48 -19.89  0.2332
H14 -32.65 -0.38 -15.76  0.0973
H15 -32.62 0.65 -14.35  0.0196
H16 -32.30 6.35 -14.77  1.1461
H17 -32.15 2.84 -13.84  0.2127
H18 -33.24 1.71 -20.36  -0.1013
H19 -29.45 3.07 -16.38  0.3242
H20 -28.67 1.56 -16.49  0.4155
H21 -35.48 7.72 -16.15  0.3298
H22 -36.91 -2.56 -18.41  0.2875
H23 -36.29 0.15 -19.86  0.2796
H24 -35.29 5.04 -16.67  -0.1946
H25 -32.07 3.59 -21.44  0.3391
H26 -40.21 2.99 -19.90  0.2877
H27 -30.80 5.68 -17.82  0.2682
H28 -35.16 -0.19 -18.52  0.1535
H29 -39.17 1.75 -19.01  0.3781
H30 -33.87 -0.76 -14.22  0.4015
H31 -32.51 6.60 -18.07  0.3826
H32 -33.32 4.23 -11.94  0.5282
H33 -37.48 4.98 -16.89  0.3330
H34 -29.71 2.97 -20.66  0.1982
H35 -37.80 6.20 -19.34  0.3053
H36 -36.10 6.53 -18.41  0.1908
H37 -35.74 3.64 -16.25  0.2050
H38 -29.21 2.67 -17.75  0.3410
H39 -32.48 2.30 -18.27  0.2788
H40 -34.19 0.00 -21.10  1.3178
H41 -31.16 4.13 -14.22  0.2146
H42 -33.31 5.35 -19.24  0.1146
H43 -33.14 3.57 -17.88  -0.4393
H44 -34.35 7.22 -16.85  -0.0797
H45 -31.65 6.59 -19.78  0.2039
H46 -34.12 4.22 -14.53  -0.0012
H47 -32.65 -1.14 -19.80  0.6476
H48 -32.76 -0.22 -18.52  0.4565
H49 -33.78 8.33 -15.64  0.4716
H50 -32.91 5.48 -15.91  0.5055
H51 -33.98 2.19 -17.54  0.1472
H52 -32.48 2.34 -16.83  0.0094
H53 -37.09 2.89 -18.89  0.3770

# C16H54B3N8NiO5

A structure of composition C16H54B3N8NiO5 at a distorted geometry (ωB97M-V with the def2-TZVPD basis set, OMol25).

Summary:
Charge = -2
Highest occupied orbital energy (alpha / beta) = 2.45 / -3.77 eV
2S+1 = 4
Orbital gap (alpha / beta) = 1.4192 / 7.5916 eV

Each line ends with the Mulliken charge.
Geometry (Å):
Ni1 21.24 20.09 9.48  -0.6408
O1 20.27 20.42 11.32  1.3888
O2 17.23 15.89 6.35  -0.8115
O3 19.67 13.05 10.68  0.0669
O4 17.24 20.54 7.68  -0.5596
O5 23.78 14.74 5.69  -0.4992
N1 17.08 18.66 8.92  -0.0998
N2 18.77 15.84 7.91  0.1775
N3 23.25 13.75 6.59  0.5851
N4 15.30 19.51 8.06  -0.3268
N5 18.52 19.41 12.31  1.1119
N6 21.69 15.12 11.87  -0.7831
N7 18.86 17.33 6.42  -0.1381
N8 19.82 20.73 13.52  -0.6082
C1 25.12 13.51 8.29  -2.0809
C2 19.37 14.33 11.26  0.2134
C3 23.33 15.23 8.50  -2.9441
C4 23.02 12.46 5.92  1.4535
C5 18.24 16.32 6.88  0.4285
C6 22.65 12.89 8.84  -1.1912
C7 24.38 11.90 5.49  -1.7460
C8 22.23 11.58 6.80  -1.1858
C9 20.37 14.69 12.41  0.2494
C10 22.25 12.78 4.59  -1.9765
C11 22.66 11.45 8.30  -0.9882
C12 16.58 19.62 8.13  0.1080
C13 19.57 11.83 11.39  -1.2365
C14 23.60 13.81 8.02  2.7933
C15 20.04 15.98 13.24  -1.3468
C16 19.62 20.16 12.31  -4.3710
B1 20.09 21.40 8.31  0.9401
B2 23.27 20.10 10.08  0.7337
B3 20.53 18.12 9.43  5.2933
H1 21.67 13.34 9.00  0.3202
H2 21.96 14.41 11.20  0.1128
H3 18.33 15.08 8.42  0.0479
H4 25.87 13.90 7.61  0.3674
H5 20.94 18.22 10.42  -0.4251
H6 22.91 12.79 9.90  0.3966
H7 20.85 16.34 13.86  0.2008
H8 18.72 17.73 5.50  0.2118
H9 20.11 11.82 12.34  0.3885
H10 21.29 18.43 8.73  -0.1896
H11 24.30 20.13 10.42  -0.2863
H12 20.98 21.79 8.77  -0.2146
H13 24.99 12.57 4.89  0.3103
H14 14.74 20.05 7.42  0.3028
H15 19.58 22.18 7.76  -0.2750
H16 18.17 18.96 11.47  -0.0991
H17 22.30 15.53 8.31  0.3803
H18 19.86 16.85 12.61  -0.4707
H19 24.05 15.87 8.00  0.5603
H20 23.07 15.39 5.76  0.3555
H21 25.44 14.04 9.19  0.4778
H22 19.44 17.80 7.10  -0.2253
H23 16.48 17.94 9.30  0.4089
H24 18.07 18.79 9.02  -0.4022
H25 20.67 21.27 13.52  0.4406
H26 20.49 13.85 13.10  0.3685
H27 19.47 20.94 9.06  -0.3176
H28 22.83 21.08 10.05  -0.1725
H29 25.35 12.46 8.47  0.3936
H30 24.93 11.69 6.41  0.3641
H31 19.12 15.67 13.75  1.1812
H32 18.52 11.77 11.65  0.3384
H33 20.01 11.01 10.84  0.1905
H34 23.56 10.87 8.50  0.4173
H35 22.23 10.62 6.28  0.5160
H36 19.24 20.45 14.30  0.3045
H37 22.82 13.43 3.93  0.4052
H38 19.64 18.73 9.33  -0.7859
H39 24.19 11.02 4.89  0.4750
H40 21.33 15.84 11.26  0.2250
H41 17.97 19.39 13.15  0.6461
H42 19.44 16.43 8.38  -0.5182
H43 22.02 10.74 8.83  0.3759
H44 20.45 20.61 7.67  -0.3500
H45 14.75 18.79 8.50  0.1830
H46 22.70 19.56 10.83  -0.3393
H47 23.47 15.50 9.54  0.4356
H48 22.09 11.89 3.99  0.4203
H49 21.34 13.32 4.85  0.4151
H50 21.20 11.94 6.86  0.3107
H51 19.39 15.05 10.44  -0.8604
H52 18.36 14.28 11.68  0.6640
H53 23.17 19.63 9.11  -0.3540
H54 20.41 17.09 9.15  -1.6361